[1]
Here is a structure of composition C4H8NO3 in a non-equilibrium geometry from the Open Molecules 2025 dataset. Energies are from ωB97M-V/def2-TZVPD.

```
16
C4H8NO3 (ωB97M-V/def2-TZVPD)
O -2.86 0.73 -0.72
O -2.00 -0.16 1.34
O -0.78 -2.53 0.28
N -1.60 0.33 -1.19
C -0.31 -1.40 0.26
C -0.92 -0.12 0.62
C -0.05 1.07 0.82
C 1.13 -1.32 -0.22
H 0.26 1.71 0.02
H -0.56 1.77 1.55
H 1.66 -2.23 -0.34
H 1.06 -0.90 -1.18
H 1.83 -0.62 0.29
H -1.74 -0.64 -1.65
H 0.85 0.80 1.32
H -2.99 0.28 0.17
```

Results
ΔE to the lowest compared entry with this formula, charge and spin   118.26 kcal per mole
HOMO-LUMO gap (spin up / spin down)   7.86 / 7.86 eV
Multiplicity   1
Calculated total energy   -11908.1660 eV
Net charge   -1

=====

[2]
Here is a cluster of 5 separate species, C19H37B2NO13PS2 in total in a non-equilibrium geometry from the Open Molecules 2025 dataset. Energies are from ωB97M-V/def2-TZVPD.

```
75
C19H37B2NO13PS2 (ωB97M-V/def2-TZVPD)
S -1.12 3.98 -5.20
S -1.99 1.11 -3.95
P -2.67 2.92 -4.89
O -5.45 0.12 -4.96
O -3.81 3.55 -4.04
O 2.72 0.71 3.93
O 2.18 0.07 0.37
O 8.09 -1.58 5.94
O 7.09 -2.88 7.47
O -7.50 0.42 -1.25
O -0.16 0.38 -5.93
O -4.82 -0.51 -2.80
O 4.85 0.20 4.39
O 0.98 1.76 -0.49
O -3.37 2.47 -6.24
O -7.60 -1.49 -2.42
N 0.87 0.86 -3.73
C 1.33 -0.54 -3.46
C 1.97 1.69 -4.29
C -8.35 -1.61 -0.19
C 5.85 0.60 2.30
C 6.14 0.42 3.78
C -7.77 -0.75 -1.30
C -1.19 1.08 0.12
C 1.13 0.63 0.26
C 3.87 0.69 3.60
C 5.95 -1.25 8.73
C 7.30 -1.70 6.84
C -0.18 0.27 0.93
C 6.39 -0.63 7.40
C 6.02 -2.74 8.42
C 4.46 1.25 2.33
C -8.10 -2.83 -2.20
C -0.36 2.27 -0.34
C -2.97 -0.32 -4.56
C -8.08 -3.02 -0.69
B -0.20 0.75 -4.62
B -4.49 -0.23 -4.06
H -7.46 -3.53 -2.72
H 6.93 0.30 7.54
H 6.78 -0.43 3.99
H 2.23 -0.48 -2.86
H 5.10 -3.11 7.96
H -9.42 -1.39 -0.11
H -5.26 -0.25 -5.83
H 1.51 -1.07 -4.39
H -3.48 3.69 -3.13
H 0.55 -1.03 -2.89
H -0.34 3.07 0.40
H -2.86 -0.32 -5.64
H -0.46 -0.54 -6.03
H -2.45 -1.20 -4.20
H -2.76 1.81 -6.62
H 1.66 2.25 -5.16
H -0.36 -0.80 0.87
H 3.86 0.96 1.47
H -0.70 2.67 -1.29
H -1.50 0.49 -0.75
H 6.67 -0.99 9.51
H -7.85 -1.40 0.75
H 5.56 -0.49 6.72
H -2.08 1.37 0.67
H 6.60 1.19 1.78
H 2.29 2.41 -3.54
H 6.58 1.31 4.23
H -5.59 0.06 -2.58
H -0.14 0.59 1.97
H 5.79 -0.37 1.81
H -8.80 -3.76 -0.35
H 4.97 -0.92 9.07
H 4.52 2.33 2.41
H 2.81 1.05 -4.55
H 6.24 -3.34 9.30
H -7.09 -3.34 -0.37
H -9.11 -2.89 -2.61
```

Results
HOMO-LUMO gap   7.15 eV
Multiplicity   1
Calculated total energy   -80723.0798 eV
Net charge   +1

=====

[3]
Here is an isolated molecule of C3H3N3O in a non-equilibrium geometry from the Open Molecules 2025 dataset. Energies are from ωB97M-V/def2-TZVPD.

```
10
C3H3N3O (ωB97M-V/def2-TZVPD)
O 1.58 -1.52 0.95
N -1.02 1.19 -0.79
N 1.16 0.11 -0.66
N -0.61 -0.65 0.84
C 0.65 -0.75 0.24
C 0.15 0.87 -1.33
C -1.28 0.35 0.33
H 1.00 -1.69 1.81
H -2.23 0.60 0.84
H 0.61 1.49 -2.23
```

Results
ΔE to the lowest compared entry with this formula, charge and spin   25.86 kcal per mole
HOMO-LUMO gap   10.58 eV
Multiplicity   1
Calculated total energy   -9676.3327 eV
Net charge   0

=====

[4]
Here is a cluster of 2 separate species, Br2H2NP in total in a non-equilibrium geometry from the Open Molecules 2025 dataset. Energies are from ωB97M-V/def2-TZVPD.

```
6
Br2H2NP (ωB97M-V/def2-TZVPD)
Br 3.15 2.46 -1.31
Br 1.01 1.28 -3.53
P 1.02 2.60 -1.80
N 0.20 0.41 0.19
H -0.72 0.66 0.62
H 0.33 -0.55 0.11
```

Results
ΔE to the lowest compared entry with this formula, charge and spin   72.53 kcal per mole
HOMO-LUMO gap (spin up / spin down)   9.23 / 6.87 eV
Multiplicity   1
Calculated total energy   -150894.3403 eV
Net charge   0